A molecular structure, C2H3N2S, computed with ωB97M-V/def2-TZVPD.

Summary:
Molar mass: 87.127 g/mol
ΔE to the lowest compared entry with this formula, charge and spin: 161.1 kJ/mol
Total charge: +1

Positions of all 8 atoms, in Å:
C (0.9978, -1.5456, -0.4224)
C (0.3022, -0.4126, -0.1372)
N (0.9400, -1.2875, -2.3656)
N (-0.2696, 0.2615, -1.0871)
S (-0.1062, -0.2535, -2.6535)
H (0.2506, -0.3776, 1.0300)
H (2.0376, -2.0141, 0.0606)
H (-1.0019, 0.8560, -0.9312)